18
Properties=species:S:1:pos:R:3:forces:R:3:lowdin_spin:R:1 method="wB97M-V/def2-TZVPD" multiplicity=3 total_energy_ev=-13695.6308 relative_energy_kcal_mol=36.9 charge=+1 homo_energy_ev="-12.7 / -14.2" s2=2.054 lumo_ev="-4.4045 / -5.7680" gap_ev="8.3 / 8.5"
C 0.10000 -0.57466 0.07607 3.88 1.83 -0.08 0.544
C 2.10229 0.63570 0.43206 -1.93 -0.50 0.52 1.034
C -1.45214 1.30838 -0.39186 0.12 0.79 -0.53 0.034
C -2.16174 -0.96216 0.15403 -0.90 -0.74 -0.04 0.024
N -1.14046 0.08984 0.38464 -0.36 -0.18 0.56 0.063
Si 3.75055 -0.02995 -0.11240 -0.91 -0.85 -0.44 0.138
H 0.22017 -0.70072 -0.99966 -0.45 -0.32 -0.01 0.031
H 1.93740 1.17267 1.35770 -0.53 0.09 0.01 0.061
H -2.43278 1.69193 -0.11247 0.04 -0.15 0.13 0.006
H -0.69682 2.06800 -0.20092 0.03 -0.08 0.07 0.004
H -1.45271 1.07425 -1.45581 0.03 -0.15 0.10 0.000
H -3.13566 -0.63573 0.51363 0.07 0.14 0.05 0.001
H -2.22789 -1.17406 -0.91266 0.11 0.15 0.05 0.000
H -1.87301 -1.87663 0.67178 0.04 0.14 0.05 0.009
H -1.15029 0.33214 1.38368 0.05 -0.10 -0.26 0.000
H 3.82156 0.14871 -1.55804 0.21 -0.04 -0.26 0.011
H 3.45885 -1.42220 0.27000 0.52 -0.28 -0.12 0.031
H 4.87280 0.56572 0.60502 -0.02 0.24 0.21 0.008

---

20
Properties=species:S:1:pos:R:3:forces:R:3:nbo_charge:R:1 method="wB97M-V/def2-TZVPD" total_energy_ev=-21600.8726 relative_energy_kcal_mol=81.8 homo_energy_ev=-9.2 lumo_ev=1.0390 gap_ev=10.2
C -4.10317 0.23271 -0.30393 3.43 -0.84 0.30 -0.436
C -2.93905 1.10708 -0.06803 2.33 1.30 0.94 -0.149
C -3.05305 -0.90988 -0.04335 -1.54 -0.63 -0.86 -0.412
C -1.99305 0.13734 0.12624 -3.65 0.52 -1.15 -0.204
N 1.25395 -0.51588 -0.84525 1.07 0.28 -2.41 -1.303
Si 4.13377 0.59389 -0.16477 -1.16 -0.87 -0.84 0.383
Si 2.17894 -0.36197 0.59550 -0.31 0.39 -0.78 0.917
H -4.85922 0.44961 0.33530 -2.31 -0.01 2.50 0.201
H -4.53838 0.16603 -1.22288 -0.81 0.15 -2.93 0.203
H 0.35422 -0.90382 -1.02726 -0.51 -0.21 0.47 0.398
H -2.94027 2.18711 0.18551 0.23 -0.63 -0.57 0.194
H -3.32560 -1.40096 0.84292 -0.10 -0.72 1.61 0.202
H -3.07800 -1.71223 -0.79173 0.62 0.32 -0.26 0.194
H -1.00654 -0.06728 0.36800 1.71 0.59 0.48 0.206
H 1.71842 -0.44638 -1.79089 -0.50 -0.01 1.82 0.404
H 3.86734 1.94610 0.07894 0.37 1.86 0.36 -0.142
H 3.87508 0.42886 -1.62126 0.42 -0.07 -0.03 -0.143
H 5.39855 0.03887 0.25107 0.56 -0.09 0.24 -0.120
H 2.59433 -1.58159 1.15361 0.22 -1.65 0.84 -0.216
H 1.37028 0.31440 1.60784 -0.08 0.31 0.27 -0.176

---

132
Properties=species:S:1:pos:R:3:forces:R:3:mulliken_charge:R:1 method="wB97M-V/def2-TZVPD" total_energy_ev=-176225.5879 relative_energy_kcal_mol=18.9 charge=-2 homo_energy_ev=-2.3 lumo_ev=3.5001 gap_ev=5.8
Zr 0.90519 1.01272 0.80551 -0.65 1.01 0.51 -0.146
C 4.65258 0.78143 -0.79786 0.13 0.11 0.08 -1.877
Si 2.82996 0.98069 -1.29952 -0.23 -0.21 -0.38 2.456
C 2.99276 2.21197 -2.79414 0.00 0.17 0.04 0.173
C 4.21374 2.82238 -3.10121 -0.02 0.01 -0.01 -0.562
C 4.37385 3.60690 -4.23720 0.02 -0.01 0.03 -0.777
C 3.31310 3.79387 -5.11205 -0.01 0.00 -0.02 -0.825
C 2.07996 3.23453 -4.81280 -0.01 0.00 -0.08 -0.208
C 1.91569 2.47663 -3.66036 0.13 -0.16 0.19 -0.728
P 0.31334 1.92311 -2.99058 -0.46 0.59 -0.06 1.729
C -0.32173 3.57443 -2.44119 -0.06 -0.21 0.03 1.046
C 0.48813 4.69837 -2.31807 0.09 0.09 -0.08 -0.839
C -0.02876 5.90215 -1.86005 -0.02 0.01 0.05 -0.610
C -1.36142 5.99869 -1.49021 0.01 -0.04 0.00 -0.723
C -2.17460 4.87690 -1.58100 0.04 0.04 0.00 -0.899
C -1.65859 3.68033 -2.05108 -0.05 -0.09 0.12 -0.886
C -0.70666 1.66917 -4.50809 0.44 -0.29 -0.17 0.383
C -0.34421 0.53375 -5.24274 0.00 -0.04 0.01 -0.466
C -0.99562 0.19082 -6.41462 -0.03 0.03 0.00 -0.571
C -2.04397 0.97845 -6.87735 0.02 -0.01 0.00 -0.592
C -2.41400 2.10505 -6.16086 0.00 -0.02 0.02 -0.682
C -1.75047 2.45009 -4.98776 -0.03 0.11 0.00 -0.528
C 2.73503 -0.66138 -2.34889 0.09 0.03 -0.13 -0.020
C 3.53167 -0.75511 -3.50779 -0.02 0.06 0.10 -0.775
C 3.67738 -1.93107 -4.21595 -0.02 -0.06 -0.01 -1.063
C 3.03194 -3.08867 -3.78299 0.07 0.04 -0.05 -0.893
C 2.23328 -3.02740 -2.66203 -0.05 -0.02 0.03 0.083
C 2.06791 -1.82412 -1.96065 -0.06 -0.07 0.00 -0.231
P 0.89696 -1.79388 -0.55474 0.19 0.16 -0.26 3.286
C -0.67285 -2.29123 -1.34478 -0.08 -0.07 0.24 0.429
C -0.86689 -2.31354 -2.71690 -0.02 0.03 -0.08 -0.605
C -2.11573 -2.63116 -3.24305 0.02 0.01 0.01 -0.861
C -3.17044 -2.94722 -2.40462 0.01 0.01 0.06 -0.744
C -2.99092 -2.91053 -1.02517 0.00 -0.03 -0.08 -1.034
C -1.75953 -2.55908 -0.50727 0.03 -0.02 0.06 -0.447
C 1.42615 -3.32083 0.32733 0.16 0.14 0.08 0.047
C 2.76319 -3.33498 0.73618 0.02 0.00 0.05 -0.529
C 3.26727 -4.38202 1.48904 -0.05 -0.02 -0.01 -0.593
C 2.43654 -5.43664 1.85483 0.03 0.02 0.01 -0.833
C 1.11116 -5.43377 1.45165 -0.02 0.01 -0.01 -0.494
C 0.60809 -4.38280 0.69149 -0.01 -0.09 -0.07 -0.598
H 5.27876 0.61605 -1.67909 0.03 -0.02 0.01 0.558
H 5.02579 1.64825 -0.24688 0.01 0.00 0.00 0.340
H 4.76086 -0.07886 -0.13446 -0.02 -0.02 -0.01 0.413
H 5.06398 2.67488 -2.44700 0.01 0.02 0.00 0.337
H 5.33375 4.06712 -4.44369 0.01 -0.01 0.00 0.372
H 3.43999 4.39100 -6.00746 -0.01 0.00 -0.01 0.348
H 1.23208 3.40451 -5.46809 -0.01 0.01 0.02 0.501
H 1.54125 4.64469 -2.56320 -0.03 -0.01 -0.01 0.137
H 0.62703 6.75918 -1.76465 0.00 0.01 0.00 0.393
H -1.75726 6.93300 -1.11031 0.00 0.00 0.00 0.356
H -3.20823 4.91520 -1.26029 -0.01 0.00 -0.01 0.327
H -2.30190 2.80978 -2.07425 0.01 0.00 -0.02 0.881
H 0.47536 -0.08497 -4.88655 -0.01 0.00 0.02 0.243
H -0.69140 -0.69333 -6.96180 0.00 0.00 -0.01 0.438
H -2.56563 0.71455 -7.78937 -0.01 0.00 0.00 0.349
H -3.22601 2.72965 -6.51359 -0.01 0.00 0.00 0.407
H -2.05070 3.34370 -4.45676 0.02 -0.02 0.01 0.463
H 4.05613 0.12817 -3.85593 0.00 0.01 0.00 0.393
H 4.30182 -1.95438 -5.10215 0.00 0.00 0.00 0.405
H 3.14992 -4.02220 -4.31995 0.00 0.00 0.00 0.376
H 1.71326 -3.91818 -2.32615 0.00 0.02 0.01 0.420
H -0.05733 -2.06169 -3.38912 -0.01 0.00 0.02 0.078
H -2.25550 -2.62133 -4.31724 -0.01 0.00 0.00 0.400
H -4.13880 -3.20040 -2.81857 0.00 -0.01 0.00 0.446
H -3.80943 -3.13371 -0.35224 -0.01 0.00 0.00 0.656
H -1.65251 -2.46579 0.56869 0.02 -0.03 0.01 0.401
H 3.41563 -2.51028 0.46630 -0.01 0.02 0.01 0.324
H 4.30644 -4.37156 1.79375 0.00 0.00 0.01 0.445
H 2.82184 -6.25345 2.45296 0.00 0.00 -0.01 0.351
H 0.45207 -6.24549 1.73391 0.00 -0.01 0.00 0.491
H -0.42822 -4.41239 0.38590 -0.02 0.04 0.00 0.490
C 2.63818 5.02009 3.90924 -0.02 0.04 -0.01 -1.018
C 3.59939 3.88648 3.61677 -0.05 0.01 -0.03 0.008
O 3.24890 2.72343 4.36641 0.34 -0.13 -0.06 -0.158
P 2.17315 1.63345 3.73187 0.14 -0.21 0.24 0.252
S 1.20718 3.46478 0.95784 -0.19 -0.20 -0.42 -0.635
S 3.24066 0.79986 2.08980 -0.30 -0.15 0.17 -0.841
O 2.32739 0.51241 4.92376 -0.08 0.00 -0.03 -0.281
C 3.52504 -0.17013 5.27171 0.04 0.01 -0.02 -0.005
C 4.20042 0.47262 6.46947 0.01 0.00 0.01 -1.289
H 2.93406 5.92090 3.36589 0.00 -0.01 -0.01 0.366
H 2.62522 5.24268 4.97821 0.00 0.00 0.00 0.329
H 1.63070 4.74922 3.59072 0.00 -0.01 -0.01 0.150
H 4.61843 4.14615 3.91604 -0.01 0.00 0.02 0.338
H 3.60894 3.65396 2.54877 0.00 0.00 0.01 -0.016
H 4.19905 -0.20433 4.41098 -0.02 0.05 0.00 0.274
H 3.23077 -1.19796 5.50697 0.04 0.00 -0.02 0.243
H 4.38525 1.52597 6.26865 0.02 0.01 -0.02 0.248
H 5.15417 -0.02248 6.67286 -0.02 -0.02 0.01 0.375
H 3.57338 0.39470 7.35898 -0.02 0.01 -0.01 0.299
C -5.10031 3.94308 1.36261 -0.05 -0.01 -0.03 -1.345
C -4.00112 2.91234 1.49818 0.01 0.03 -0.07 0.029
O -3.82534 2.26202 0.23670 -0.02 0.13 0.01 -0.081
P -3.29966 0.69981 0.25444 0.18 -0.11 0.03 -0.209
S -0.54269 2.86151 1.92646 0.48 -0.22 -0.03 -0.388
S -1.36555 0.72136 -0.50329 0.16 -0.19 -0.28 -0.018
O -3.98584 0.22737 -1.16508 -0.14 0.10 0.08 0.244
C -5.30347 -0.31585 -1.10385 0.09 -0.07 -0.02 -0.361
C -6.38232 0.74834 -1.04489 -0.03 0.03 -0.02 -1.156
H -5.25640 4.45244 2.31564 0.01 0.01 0.00 0.371
H -6.04040 3.48023 1.05810 -0.01 -0.01 0.01 0.320
H -4.82859 4.68863 0.61394 0.00 0.00 0.00 0.217
H -4.25574 2.17024 2.26428 0.00 0.00 0.00 0.502
H -3.06286 3.38969 1.78181 0.00 -0.02 0.01 -0.066
H -5.38460 -0.99589 -0.24839 -0.02 0.02 0.01 0.386
H -5.40971 -0.91216 -2.01249 -0.01 -0.01 0.01 0.166
H -6.34950 1.29483 -0.10383 0.01 -0.01 0.03 0.105
H -7.36586 0.28188 -1.14256 0.01 0.01 0.00 0.451
H -6.24995 1.46923 -1.85279 0.01 -0.02 -0.02 0.263
O -5.35480 -4.76317 3.34692 -0.04 0.04 -0.07 -0.630
S -4.95825 -5.69539 4.37982 0.09 -0.01 0.01 1.182
O -5.43112 -5.36812 5.71521 -0.02 0.01 0.07 -0.708
O -5.07080 -7.09481 4.02017 -0.01 -0.07 -0.04 -0.704
C -3.16050 -5.43019 4.56784 0.07 0.04 0.05 0.014
N -2.47228 -6.37991 5.21108 -0.08 0.07 -0.01 -0.540
C -1.19290 -6.12674 5.43494 0.03 -0.03 0.00 -0.417
C -0.56501 -4.96515 5.01723 0.00 -0.06 0.06 -0.487
C -1.35655 -4.06395 4.32458 0.11 0.27 -0.17 -0.001
N -2.65004 -4.28907 4.11158 -0.03 -0.12 0.04 -0.293
C -0.80245 -2.80118 3.74480 -0.18 -0.27 0.12 1.627
C 0.55372 -2.63689 3.50986 -0.01 0.13 -0.01 -0.897
C 0.98949 -1.49403 2.86815 -0.05 -0.15 0.10 -0.961
N 0.16577 -0.51828 2.47048 -0.01 -0.26 0.08 1.484
C -1.13872 -0.64855 2.76203 0.04 0.05 -0.01 -0.892
C -1.66026 -1.77053 3.37420 -0.01 0.11 0.00 -1.003
H -0.63581 -6.88915 5.97317 -0.01 0.00 0.00 0.414
H 0.47661 -4.77856 5.23566 0.01 -0.01 -0.03 0.460
H 1.27793 -3.40319 3.74885 -0.01 -0.01 0.00 0.313
H 2.03513 -1.35226 2.63376 0.00 0.00 0.03 0.232
H -1.77619 0.17108 2.46507 -0.01 0.00 -0.02 0.559
H -2.72486 -1.86155 3.53946 0.00 -0.02 0.00 0.647